{"formula": "C31H49N11O2P", "method": "the ωB97M-V functional and the def2-TZVPD basis", "symbols": ["N", "P", "O", "C", "C", "C", "C", "C", "C", "C", "C", "C", "C", "C", "O", "H", "H", "H", "H", "H", "H", "H", "H", "H", "H", "H", "H", "H", "H", "H", "H", "H", "H", "H", "C", "C", "N", "H", "H", "H", "C", "C", "N", "H", "H", "H", "C", "C", "N", "H", "H", "H", "C", "C", "N", "H", "H", "H", "C", "C", "N", "H", "H", "H", "C", "C", "N", "H", "H", "H", "C", "C", "N", "H", "H", "H", "C", "C", "N", "H", "H", "H", "C", "C", "N", "H", "H", "H", "C", "C", "N", "H", "H", "H"], "xyz": [[-1.85, -7.67, 0.92], [-0.69, -6.90, -0.24], [0.59, -7.43, 0.82], [1.47, -6.35, 0.88], [1.53, -5.50, -0.46], [1.18, -4.00, -0.30], [2.18, -3.36, 0.69], [1.70, -2.04, 1.34], [0.30, -2.09, 1.93], [-0.14, -3.01, 2.86], [-1.42, -2.93, 3.34], [-2.29, -1.96, 2.94], [-1.87, -1.04, 2.00], [-0.59, -1.13, 1.52], [0.48, -6.04, -1.24], [-1.66, -7.32, 1.85], [-2.80, -7.39, 0.68], [-0.57, -8.05, -1.09], [-1.73, -6.42, -1.13], [-0.92, -5.67, 0.51], [1.16, -5.68, 1.71], [2.50, -6.61, 1.19], [2.53, -5.68, -0.88], [0.13, -3.87, -0.03], [1.38, -3.56, -1.29], [2.52, -4.02, 1.48], [3.07, -3.10, 0.10], [2.40, -1.79, 2.15], [1.74, -1.21, 0.63], [0.53, -3.79, 3.21], [-1.78, -3.64, 4.09], [-3.30, -1.89, 3.35], [-2.51, -0.24, 1.64], [-0.26, -0.39, 0.80], [-0.41, 3.45, -0.11], [-1.02, 2.14, -0.34], [-1.47, 1.10, -0.53], [-0.97, 4.21, -0.67], [-0.43, 3.71, 0.95], [0.62, 3.44, -0.46], [-0.54, 3.29, -4.04], [-1.36, 4.35, -3.45], [-1.99, 5.16, -2.93], [0.32, 3.71, -4.56], [-0.17, 2.63, -3.25], [-1.13, 2.71, -4.74], [-4.56, 6.67, -4.29], [-5.76, 6.58, -5.13], [-6.70, 6.50, -5.79], [-4.70, 7.44, -3.54], [-4.37, 5.72, -3.80], [-3.70, 6.93, -4.90], [3.99, -6.01, 3.74], [4.52, -4.72, 3.30], [4.92, -3.69, 2.96], [2.94, -6.09, 3.48], [4.54, -6.82, 3.25], [4.11, -6.11, 4.81], [3.93, 3.83, -0.01], [3.10, 3.26, -1.08], [2.44, 2.84, -1.93], [3.52, 3.57, 0.96], [4.94, 3.44, -0.08], [3.96, 4.91, -0.11], [-5.26, 9.34, -0.26], [-4.26, 8.78, -1.17], [-3.47, 8.34, -1.89], [-6.25, 8.99, -0.55], [-5.06, 9.02, 0.76], [-5.24, 10.42, -0.31], [-0.18, -1.47, -2.55], [-0.07, -0.51, -3.65], [0.02, 0.24, -4.52], [0.75, -2.01, -2.43], [-0.41, -0.93, -1.62], [-0.98, -2.18, -2.75], [-4.85, 9.79, -5.41], [-5.26, 11.14, -5.81], [-5.59, 12.20, -6.12], [-4.09, 9.42, -6.10], [-4.44, 9.81, -4.40], [-5.70, 9.12, -5.43], [5.68, -1.33, 0.44], [4.90, -0.22, 0.99], [4.27, 0.65, 1.42], [6.54, -0.94, -0.09], [6.02, -1.97, 1.26], [5.07, -1.91, -0.24], [2.87, -4.85, 8.17], [2.47, -4.99, 6.77], [2.15, -5.10, 5.67], [3.91, -4.54, 8.22], [2.25, -4.09, 8.65], [2.75, -5.80, 8.69]], "energy_ev": -62713.888, "homo_energy_ha": -0.1451, "total_charge": -1, "multiplicity": 1}



{"formula": "C16H13N5O5Sn", "method": "the ωB97M-V functional and the def2-TZVPD basis", "symbols": ["Sn", "N", "C", "C", "O", "N", "C", "C", "O", "O", "H", "H", "H", "H", "H", "H", "O", "N", "O", "C", "C", "C", "C", "C", "C", "N", "C", "C", "N", "C", "C", "C", "C", "H", "H", "H", "H", "H", "H", "H"], "xyz": [[9.81, 6.27, 11.03], [7.16, 7.32, 10.29], [6.52, 6.09, 9.81], [6.95, 4.87, 10.65], [6.17, 3.93, 10.74], [8.21, 4.90, 11.20], [8.59, 3.70, 11.98], [9.65, 4.04, 12.99], [9.79, 3.45, 14.02], [10.41, 5.05, 12.60], [6.65, 7.62, 11.12], [7.08, 8.10, 9.64], [6.87, 5.93, 8.79], [5.42, 6.12, 9.79], [8.95, 2.92, 11.29], [7.72, 3.31, 12.50], [15.94, 5.56, 5.60], [15.81, 5.57, 6.81], [16.71, 5.67, 7.61], [14.41, 5.42, 7.32], [13.45, 5.41, 6.37], [12.09, 5.32, 6.75], [11.05, 5.34, 5.79], [9.76, 5.17, 6.17], [9.49, 4.99, 7.53], [10.41, 5.02, 8.46], [11.73, 5.16, 8.08], [12.75, 5.19, 9.11], [12.32, 5.13, 10.39], [13.20, 5.16, 11.37], [14.58, 5.28, 11.14], [15.04, 5.39, 9.85], [14.11, 5.36, 8.75], [13.70, 5.52, 5.33], [11.30, 5.49, 4.75], [8.99, 5.13, 5.39], [8.49, 4.84, 7.92], [12.79, 5.13, 12.39], [15.27, 5.33, 11.98], [16.10, 5.51, 9.70]], "energy_ev": -40321.496, "homo_energy_ha": -0.3214, "total_charge": 0, "multiplicity": 1}



{"formula": "C8H18F5IrN4O", "method": "the ωB97M-V functional and the def2-TZVPD basis", "symbols": ["Ir", "N", "C", "C", "N", "C", "C", "N", "C", "C", "N", "H", "H", "H", "H", "H", "H", "H", "H", "H", "H", "H", "H", "H", "H", "H", "H", "H", "H", "O", "F", "C", "F", "C", "F", "F", "F"], "xyz": [[0.20, 0.98, 0.02], [-1.33, 2.21, 0.93], [-1.97, 0.80, 0.99], [-1.37, -0.39, 0.11], [-0.09, -1.12, 0.50], [0.27, -2.21, -0.39], [1.65, -1.79, -0.88], [1.61, -0.32, -0.91], [-0.05, -1.47, 1.95], [0.13, -0.28, 2.96], [0.44, 0.93, 2.19], [-1.56, 2.63, 1.69], [-1.86, 2.41, -0.02], [-3.00, 0.93, 0.63], [-2.13, 0.49, 2.03], [-1.25, 0.01, -0.93], [-2.18, -1.14, 0.05], [-0.42, -2.28, -1.23], [0.29, -3.18, 0.10], [1.88, -2.20, -1.86], [2.42, -2.11, -0.18], [1.76, 0.01, -1.89], [2.57, 0.09, -0.49], [0.82, -2.11, 2.10], [-0.93, -2.06, 2.21], [0.94, -0.51, 3.66], [-0.78, -0.15, 3.55], [1.76, 0.39, 1.84], [1.12, 1.72, 2.37], [-0.15, 2.70, -0.70], [0.60, 2.72, -2.51], [0.69, 1.41, -2.21], [2.01, 1.01, -2.50], [-0.30, 0.65, -3.10], [-1.55, 1.06, -2.84], [-0.22, -0.68, -2.86], [-0.04, 0.86, -4.40]], "s_squared": 0.76, "de_lowest_ev": 16.096, "energy_ev": -33001.242, "homo_energy_ha": [-0.4112, -0.3951], "total_charge": 1, "multiplicity": 2}



{"formula": "C34H46BrIN4ORe", "method": "the ωB97M-V functional and the def2-TZVPD basis", "symbols": ["Re", "C", "C", "C", "C", "C", "C", "C", "C", "C", "C", "C", "C", "N", "C", "C", "N", "C", "C", "C", "C", "C", "C", "C", "C", "C", "C", "C", "C", "H", "H", "H", "H", "H", "H", "H", "H", "H", "H", "H", "H", "H", "H", "H", "H", "H", "H", "H", "H", "H", "H", "H", "H", "H", "H", "H", "H", "H", "H", "H", "H", "H", "H", "H", "H", "C", "C", "C", "C", "C", "Br", "N", "C", "H", "H", "H", "H", "H", "H", "N", "C", "O", "C", "I", "H", "H", "H", "H"], "xyz": [[0.04, -0.14, -0.05], [-1.15, -3.72, 0.97], [-1.78, -2.91, -0.17], [-3.30, -3.06, -0.17], [-1.11, -3.28, -1.47], [-1.67, -4.27, -2.26], [-1.04, -4.71, -3.41], [0.15, -4.12, -3.81], [0.77, -3.14, -3.05], [2.07, -2.58, -3.60], [1.94, -2.13, -5.06], [3.17, -3.66, -3.51], [0.14, -2.73, -1.84], [0.77, -1.77, -1.03], [2.10, -1.88, -0.88], [2.79, -0.75, -0.43], [2.04, 0.28, -0.08], [2.62, 1.53, 0.21], [2.01, 2.68, -0.38], [2.61, 3.92, -0.26], [3.77, 4.08, 0.46], [4.32, 2.99, 1.11], [3.79, 1.71, 0.99], [4.58, 0.67, 1.76], [3.77, -0.45, 2.43], [5.76, 0.17, 0.88], [0.74, 2.61, -1.20], [-0.26, 3.72, -0.85], [1.03, 2.59, -2.70], [-1.61, -3.47, 1.92], [-0.07, -3.52, 1.03], [-1.30, -4.78, 0.80], [-1.55, -1.83, 0.03], [-3.58, -4.10, -0.23], [-3.75, -2.53, -1.01], [-3.72, -2.66, 0.75], [-2.59, -4.74, -1.97], [-1.47, -5.50, -4.00], [0.61, -4.44, -4.73], [2.38, -1.70, -3.03], [1.96, -2.97, -5.75], [2.78, -1.48, -5.31], [1.02, -1.57, -5.22], [3.01, -4.41, -4.28], [3.17, -4.17, -2.55], [4.14, -3.21, -3.66], [2.60, -2.80, -1.13], [3.87, -0.71, -0.43], [2.18, 4.77, -0.76], [4.24, 5.05, 0.54], [5.21, 3.13, 1.70], [5.06, 1.20, 2.58], [2.81, -0.63, 1.96], [3.58, -0.20, 3.47], [4.33, -1.39, 2.42], [5.51, 0.10, -0.17], [6.11, -0.80, 1.23], [6.59, 0.86, 0.95], [0.19, 1.66, -0.97], [0.11, 4.69, -1.15], [-0.45, 3.73, 0.22], [-1.20, 3.54, -1.37], [1.51, 3.51, -3.00], [0.10, 2.49, -3.26], [1.67, 1.75, -2.97], [-4.33, 2.39, 2.36], [-3.88, 1.76, 1.10], [-4.58, 1.89, -0.11], [-4.06, 1.32, -1.26], [-2.85, 0.65, -1.19], [-2.03, -0.10, -2.74], [-2.18, 0.49, -0.04], [-2.71, 1.02, 1.06], [-5.37, 2.14, 2.58], [-4.28, 3.48, 2.27], [-3.71, 2.10, 3.20], [-5.52, 2.42, -0.15], [-4.58, 1.41, -2.21], [-2.16, 0.85, 1.98], [0.76, -0.23, 4.03], [0.69, 0.77, 3.16], [0.06, 0.67, 2.10], [1.33, 2.07, 3.54], [-0.27, 3.49, 3.85], [0.33, -1.12, 3.81], [1.23, -0.16, 4.92], [1.93, 2.46, 2.72], [1.92, 2.01, 4.45]], "s_squared": 0.91, "de_lowest_ev": 0.585, "energy_ev": -124270.933, "homo_energy_ha": [-0.4929, -0.4988], "total_charge": 2, "multiplicity": 2}